No. 1
# C26H28NO

2 unconnected molecules or ions with the total composition C26H28NO at a distorted geometry (wB97M-V/def2-TZVPD, the Open Molecules 2025 dataset).

Structure (ORCA input):
```
! RIJCOSX wB97M-V def2-TZVPD def2/J DEFGRID3
* xyz 1 1
C -4.926 -2.040 2.488
C -5.112 -0.651 2.441
C -4.011 0.200 2.352
C -2.707 -0.336 2.272
C -1.541 0.554 2.039
C -1.642 1.842 1.620
N -0.290 -0.035 2.307
C 0.885 0.339 1.669
C 2.075 -0.535 1.901
C 3.333 -0.004 1.558
C 4.481 -0.773 1.745
C 4.394 -2.068 2.254
C 3.139 -2.606 2.561
C 1.983 -1.856 2.368
O 0.938 1.328 0.943
C -2.530 -1.734 2.321
C -3.632 -2.574 2.438
H -5.796 -2.701 2.562
H -6.113 -0.218 2.477
H -4.151 1.281 2.332
H -0.756 2.481 1.644
H -2.611 2.325 1.737
H -0.250 -0.826 2.920
H 3.385 1.014 1.158
H 5.452 -0.336 1.489
H 5.291 -2.653 2.406
H 3.064 -3.619 2.951
H 0.998 -2.299 2.573
H -1.535 -2.164 2.224
H -3.486 -3.648 2.484
C -2.163 2.712 -2.093
C -1.577 1.353 -2.016
C -0.262 0.950 -2.300
C 0.009 -0.422 -2.677
C -1.101 -1.398 -2.913
C 1.313 -0.868 -2.816
C 2.405 -0.008 -2.675
C 3.797 -0.521 -2.775
C 2.156 1.350 -2.451
C 0.874 1.849 -2.296
C 0.717 3.311 -2.057
H -3.258 2.628 -2.212
H -1.974 3.302 -1.183
H -1.828 3.294 -2.971
H -2.325 0.568 -2.114
H -0.694 -2.387 -3.170
H -1.719 -1.517 -2.013
H -1.754 -1.090 -3.745
H 1.490 -1.923 -3.022
H 4.518 0.293 -2.650
H 3.994 -1.278 -2.005
H 3.972 -0.991 -3.752
H 3.003 2.033 -2.359
H 1.706 3.787 -2.006
H 0.157 3.803 -2.865
H 0.215 3.484 -1.098
*
```

## Properties
Orbital gap = 5.56 eV
LUMO = -5.2 eV
Electronic energy = -30947.0471 eV
Relative energy (zero: lowest compared OMol25 entry of this formula, charge and spin) = 0.0 kcal per mole


No. 2
# C19H36N4O4S

8 unconnected molecules or ions with the total composition C19H36N4O4S at a distorted geometry (wB97M-V/def2-TZVPD, the Open Molecules 2025 dataset).

Structure (ORCA input):
```
! RIJCOSX wB97M-V def2-TZVPD def2/J DEFGRID3
* xyz 0 1
C -27.906 -28.738 -3.099
C -28.209 -28.616 -1.686
N -28.479 -28.465 -0.585
H -26.879 -29.019 -3.305
H -28.195 -27.813 -3.589
H -28.467 -29.572 -3.532
C -25.289 -30.647 -5.453
C -26.553 -30.871 -6.137
N -27.553 -31.070 -6.667
H -24.414 -30.852 -6.058
H -25.295 -31.155 -4.488
H -25.228 -29.593 -5.153
C -20.810 -21.664 -3.932
C -21.439 -22.972 -4.164
N -21.933 -23.984 -4.377
H -20.039 -21.451 -4.664
H -20.319 -21.691 -2.958
H -21.638 -20.959 -3.890
C -28.638 -25.781 1.557
C -27.409 -25.358 0.905
N -26.434 -25.024 0.407
H -29.179 -24.909 1.921
H -28.445 -26.472 2.371
H -29.252 -26.271 0.799
C -24.458 -28.228 -1.788
S -24.241 -26.984 -3.066
O -25.523 -27.042 -3.892
C -24.262 -25.406 -2.126
H -23.441 -28.469 -1.473
H -24.893 -29.136 -2.193
H -25.051 -27.825 -0.969
H -25.238 -25.453 -1.641
H -24.243 -24.660 -2.916
H -23.445 -25.287 -1.424
C -30.078 -25.221 -4.072
C -29.170 -24.989 -2.882
O -29.612 -25.122 -1.758
C -27.740 -24.658 -3.149
H -31.048 -25.560 -3.723
H -29.543 -25.860 -4.780
H -30.272 -24.291 -4.618
H -27.266 -24.087 -2.351
H -27.642 -24.054 -4.053
H -27.181 -25.591 -3.271
C -21.985 -21.560 -0.148
C -23.275 -22.229 -0.535
O -23.709 -22.074 -1.655
C -23.933 -23.128 0.482
H -21.072 -22.035 -0.516
H -21.886 -21.578 0.944
H -21.873 -20.519 -0.451
H -24.781 -23.621 0.014
H -24.366 -22.502 1.266
H -23.174 -23.802 0.873
C -24.836 -30.102 3.168
C -24.827 -29.014 2.107
O -23.848 -28.790 1.437
C -26.147 -28.324 1.858
H -23.891 -30.640 3.118
H -25.681 -30.780 3.114
H -24.853 -29.558 4.119
H -26.954 -29.039 1.699
H -26.042 -27.730 0.952
H -26.445 -27.645 2.658
*
```

## Properties
Orbital gap = 9.16 eV
LUMO = 0.6 eV
Electronic energy = -45270.1976 eV


Number 1: HOMO -10.8 eV. Number 2: HOMO -8.6 eV.